9
Properties=species:S:1:pos:R:3 method="wB97M-V/def2-TZVPD" lumo_energy_ev=0.913 relative_energy_ev=0.000 homo_lumo_gap_ev=10.2 smiles=CP1[PH]#[PH]1 largest_force_ev_per_a=2.45
P 1.22 0.84 -0.95
P -0.82 1.00 -0.13
P 0.95 1.25 1.16
C -0.93 -1.05 -0.09
H -1.65 -1.30 -0.86
H -1.33 -1.31 0.88
H 0.04 -1.49 -0.27
H 1.45 2.17 -1.30
H 1.06 -0.09 1.56